183
Properties=species:S:1:pos:R:3 method="wB97M-V/def2-TZVPD" smiles=COC[C@H](C)N.COC[C@H](C)N.COC[C@H](C)N.COC[C@H](C)N.COC[C@H](C)N.COC[C@H](C)N.COC[C@H](C)N.COC[C@H](C)N.COC[C@H](C)N.COC[C@H](C)N.OCCO.O e_tot_ev=-86972.15035 gap_ev=8.657 lumo_ha=0.0022 multiplicity=1
C -9.16 -1.68 3.74
O -7.79 -1.89 3.48
C -6.98 -1.28 4.41
C -5.48 -1.66 4.21
C -5.15 -3.13 4.28
N -4.72 -0.84 5.15
H -9.51 -2.45 3.04
H -9.37 -0.65 3.46
H -9.40 -1.91 4.77
H -7.17 -0.24 4.14
H -7.39 -1.23 5.41
H -5.26 -1.47 3.16
H -4.23 -3.18 4.87
H -5.14 -3.50 3.26
H -5.90 -3.60 4.91
H -3.83 -0.74 4.68
H -5.06 0.11 5.15
C 4.19 3.51 1.00
O 5.16 4.12 1.89
C 4.76 3.93 3.26
C 6.00 3.71 4.17
C 5.56 3.31 5.61
N 6.91 4.83 4.17
H 3.17 3.85 1.17
H 4.24 2.42 0.99
H 4.51 3.77 -0.01
H 4.23 4.85 3.52
H 4.04 3.14 3.48
H 6.56 2.94 3.65
H 6.41 3.12 6.27
H 4.95 2.42 5.76
H 4.96 4.05 6.13
H 6.47 5.52 4.76
H 6.94 5.09 3.20
C -0.98 5.20 11.75
O -0.17 4.58 10.75
C -0.51 3.25 10.45
C 0.35 2.96 9.20
C -0.08 3.59 7.83
N 0.44 1.52 9.00
H -0.60 6.21 11.89
H -0.96 4.60 12.66
H -2.03 5.30 11.51
H -0.31 2.57 11.27
H -1.56 3.10 10.19
H 1.39 3.21 9.40
H -0.41 4.59 8.12
H -0.83 3.00 7.31
H 0.76 3.78 7.16
H 1.03 1.07 9.70
H 1.05 1.54 8.20
C -1.23 4.56 -3.89
O -1.34 5.65 -2.95
C -2.53 5.69 -2.06
C -2.87 7.16 -1.71
C -2.03 8.02 -0.77
N -4.17 7.16 -1.13
H -1.04 3.68 -3.28
H -0.32 4.55 -4.49
H -2.07 4.38 -4.57
H -3.39 5.33 -2.61
H -2.32 5.02 -1.22
H -3.04 7.68 -2.65
H -0.96 8.20 -0.95
H -2.06 7.77 0.28
H -2.49 9.01 -0.85
H -4.73 6.53 -1.70
H -4.66 8.03 -0.98
C 2.33 -1.90 -2.78
O 1.43 -1.04 -2.10
C 0.19 -1.72 -1.81
C -0.54 -0.76 -0.78
C 0.04 -0.81 0.63
N -1.95 -1.14 -0.77
H 2.32 -2.88 -2.31
H 3.28 -1.36 -2.83
H 2.07 -2.16 -3.80
H -0.49 -1.99 -2.62
H 0.37 -2.62 -1.21
H -0.57 0.24 -1.21
H -0.08 -1.79 1.10
H -0.39 -0.09 1.33
H 1.12 -0.72 0.54
H -2.63 -0.88 -0.07
H -2.25 -1.52 -1.66
C -7.04 -9.20 -2.99
O -6.69 -8.11 -2.05
C -5.26 -7.90 -1.79
C -4.36 -7.65 -3.14
C -3.10 -6.89 -2.86
N -5.19 -6.89 -4.06
H -8.08 -9.53 -3.04
H -6.52 -10.11 -2.70
H -6.70 -9.07 -4.01
H -5.21 -7.05 -1.12
H -4.81 -8.76 -1.30
H -4.18 -8.52 -3.77
H -2.40 -7.66 -2.54
H -3.22 -6.12 -2.09
H -2.55 -6.49 -3.71
H -5.41 -6.04 -3.55
H -6.12 -7.26 -4.18
C 8.60 0.79 -6.69
O 9.65 0.48 -7.65
C 9.61 -0.74 -8.22
C 10.83 -0.80 -9.24
C 10.85 0.35 -10.39
N 10.97 -2.22 -9.77
H 8.65 1.73 -6.13
H 8.26 -0.02 -6.05
H 7.79 0.91 -7.41
H 9.87 -1.53 -7.51
H 8.75 -0.94 -8.86
H 11.67 -0.69 -8.56
H 11.12 1.22 -9.80
H 9.85 0.60 -10.74
H 11.60 0.35 -11.17
H 10.31 -2.15 -10.53
H 11.85 -2.25 -10.26
C -4.87 4.00 3.61
O -5.43 4.09 4.91
C -5.10 5.25 5.66
C -6.36 6.15 5.78
C -7.65 5.35 6.24
N -6.69 7.03 4.61
H -5.32 4.77 3.00
H -5.20 3.07 3.14
H -3.79 4.12 3.48
H -4.71 4.97 6.64
H -4.27 5.78 5.20
H -6.18 6.87 6.58
H -7.80 4.36 5.82
H -8.52 5.90 5.90
H -7.74 5.37 7.32
H -7.51 6.68 4.13
H -5.88 7.23 4.04
C 4.31 -2.95 -10.70
O 4.21 -4.30 -10.33
C 5.41 -5.03 -10.66
C 5.35 -6.33 -9.77
C 5.39 -5.94 -8.24
N 6.56 -7.18 -10.05
H 3.33 -2.70 -11.10
H 4.92 -2.84 -11.60
H 4.70 -2.21 -10.00
H 5.41 -5.35 -11.70
H 6.30 -4.42 -10.55
H 4.47 -6.90 -10.08
H 5.35 -6.84 -7.62
H 4.60 -5.25 -7.94
H 6.28 -5.40 -7.92
H 6.73 -7.05 -11.04
H 7.40 -6.87 -9.59
C 3.22 -3.56 5.09
O 4.50 -2.88 5.14
C 5.08 -2.69 3.83
C 6.32 -3.56 3.74
C 7.07 -3.45 2.38
N 6.07 -4.97 3.96
H 2.53 -2.89 4.57
H 2.92 -3.83 6.10
H 3.30 -4.52 4.58
H 4.47 -2.88 2.94
H 5.39 -1.66 3.62
H 7.00 -3.42 4.58
H 7.52 -2.48 2.20
H 6.54 -3.56 1.43
H 7.86 -4.19 2.26
H 5.20 -5.07 4.46
H 6.81 -5.39 4.50
O -8.49 3.99 -0.92
C -8.93 2.77 -1.47
C -8.21 1.63 -0.71
O -9.07 0.39 -0.67
H -9.10 4.68 -1.19
H -10.01 2.67 -1.44
H -8.68 2.63 -2.52
H -8.03 1.79 0.35
H -7.26 1.34 -1.16
H -8.68 -0.17 0.01
O -4.25 -1.99 -5.35
H -5.20 -1.90 -5.27
H -4.12 -2.66 -6.03